1.
{"formula": "C21H21NO2", "method": "wB97M-V/def2-TZVPD", "e_lumo_ev": 0.3, "largest_force_ev_per_a": 2.169, "e_homo_ev": -7.29, "gap_ev": 7.59, "species": ["O", "O", "N", "C", "C", "C", "C", "C", "C", "C", "C", "C", "C", "C", "C", "C", "C", "C", "C", "C", "C", "C", "C", "C", "H", "H", "H", "H", "H", "H", "H", "H", "H", "H", "H", "H", "H", "H", "H", "H", "H", "H", "H", "H", "H"], "coordinates": [[1.44855, 2.62403, 2.52394], [-0.27112, -1.61287, 1.18159], [-1.15844, 1.24768, 4.19698], [-4.79380, -0.70934, 1.17374], [3.79668, 0.85997, 1.52886], [1.33698, 1.45990, 2.06499], [-2.69783, -0.71490, 2.36384], [-1.16363, 1.26940, 2.60274], [4.67906, -0.15546, 1.15128], [2.78061, -1.68144, 0.84424], [-3.89532, -1.34468, 2.01279], [0.12151, 0.68052, 2.04789], [4.16807, -1.44156, 0.82032], [-2.24058, 2.69794, 5.83888], [-0.03015, 1.91502, 5.08548], [2.42942, 0.60546, 1.55760], [1.91558, -0.63875, 1.19954], [0.85273, 0.81823, 5.66539], [0.43482, -0.61776, 1.43597], [-2.42943, 0.58480, 1.97613], [-2.52101, 1.70541, 4.73170], [-0.77828, 2.59235, 6.23372], [-4.45909, 0.53451, 0.63711], [-3.26250, 1.17347, 1.00185], [1.41221, 0.25774, 4.88148], [5.74701, 0.01617, 1.10931], [-0.35316, 3.57654, 6.39097], [-2.46528, 3.70553, 5.52495], [0.57576, 2.64701, 4.49469], [2.38707, -2.65612, 0.59905], [0.28519, 0.11448, 6.31375], [-3.22541, 2.05419, 3.94541], [-2.83945, 0.75512, 5.13372], [4.86341, -2.24044, 0.54787], [-4.11705, -2.31985, 2.46727], [4.16607, 1.85445, 1.80395], [1.57369, 1.32986, 6.31951], [-1.94456, -1.29165, 2.91646], [-1.17632, 2.34358, 2.53732], [-5.16857, 1.03373, -0.03969], [-0.65212, 2.04258, 7.17815], [-1.09680, 0.21829, 4.40310], [-2.88558, 2.46144, 6.69738], [-5.75304, -1.17392, 0.94792], [-2.98560, 2.12096, 0.51561]], "forces_ev_per_a": [[0.288, -1.108, -0.623], [0.639, 1.204, 0.328], [-0.540, -1.329, -0.078], [-0.107, 0.191, 0.057], [0.051, 0.364, 0.010], [-1.454, 1.187, 1.087], [-0.297, -0.598, 0.413], [1.111, -0.667, -1.076], [-0.891, -1.063, -0.262], [0.041, 0.621, 0.066], [0.328, -0.248, 0.464], [0.130, 0.116, 0.067], [-0.105, 0.956, 0.220], [-0.612, 0.085, 0.557], [-0.015, -0.358, -0.453], [1.184, -0.468, -0.332], [1.150, 0.158, 0.107], [0.583, -0.295, -0.416], [-1.432, -0.902, 0.276], [0.770, 0.515, 0.380], [0.663, -0.736, -0.009], [0.027, -0.020, 0.017], [0.141, 0.279, -0.100], [-0.066, 0.148, 0.366], [-0.381, 0.372, 0.549], [-0.036, 0.047, 0.051], [0.049, 0.177, 0.115], [-0.171, 0.293, -0.170], [-0.806, -0.891, 0.008], [-0.086, -0.085, -0.021], [0.185, 0.369, -0.498], [0.821, -0.330, 0.385], [-1.047, 0.091, 0.205], [-0.295, 0.264, 0.084], [0.087, 0.373, -0.481], [-0.145, -0.397, -0.072], [-0.041, -0.278, -0.199], [-0.422, 0.366, 0.014], [-0.017, 0.546, -0.956], [0.541, -0.257, 0.235], [-0.042, -0.005, -0.373], [0.075, 1.264, -0.147], [0.100, 0.264, -0.264], [0.242, 0.132, -0.037], [-0.198, -0.350, 0.504]], "mulliken_charge": [-0.855, -0.766, -0.077, -0.372, -0.404, -0.691, -0.275, 0.021, -0.484, -0.482, -0.818, -0.211, -0.437, -0.640, 0.348, 0.379, -0.042, -1.768, 0.776, 0.586, -0.428, -0.768, -0.592, -0.219, 0.316, 0.393, 0.307, 0.351, 0.383, 0.466, 0.439, 0.325, 0.300, 0.369, 0.347, 0.430, 0.471, 0.150, 0.738, 0.360, 0.345, 0.628, 0.321, 0.392, 0.391]}

***

2.
{"formula": "C21H21NO5", "method": "wB97M-V/def2-TZVPD", "e_lumo_ev": 0.1, "largest_force_ev_per_a": 0.840, "e_homo_ev": -8.16, "gap_ev": 8.24, "species": ["O", "O", "O", "O", "O", "N", "C", "C", "C", "C", "C", "C", "C", "C", "C", "C", "C", "C", "C", "C", "C", "C", "C", "C", "C", "C", "C", "H", "H", "H", "H", "H", "H", "H", "H", "H", "H", "H", "H", "H", "H", "H", "H", "H", "H", "H", "H", "H"], "coordinates": [[2.87437, 1.82047, 0.79106], [0.71871, 3.42580, -0.13408], [-0.42689, -1.91207, -0.07711], [0.21955, 0.99005, -2.86917], [-2.99426, -3.00731, -0.43008], [-3.63129, -1.01994, 0.43380], [-0.76300, 1.96622, 0.90959], [1.58492, 1.46120, 1.07782], [-1.28841, -0.32857, -1.61853], [0.54820, 2.27845, 0.58102], [1.65839, 3.45093, -1.19537], [-2.76841, -1.83363, -0.20350], [3.92458, 1.10309, 1.38954], [1.24818, 0.35920, 1.85055], [3.16470, -2.19459, -0.31774], [-0.07191, 0.05872, 2.14796], [2.45382, -0.47169, -1.82618], [1.12418, -0.68326, -1.45390], [-1.09675, 0.86394, 1.68587], [-3.40673, 0.37575, 0.74891], [0.03154, 0.09031, -2.06633], [3.46445, -1.21941, -1.26712], [1.86251, -2.41376, 0.07349], [0.83592, -1.65816, -0.49467], [-2.54022, 0.58823, 2.00848], [-1.44319, -1.25587, -0.65347], [-4.86449, -1.59126, 0.93356], [3.95883, -2.78470, 0.11582], [2.65551, 0.28798, -2.56598], [-4.39295, 0.81916, 0.90200], [3.94549, 0.06169, 1.05313], [-2.14335, 0.13534, -2.08360], [1.57241, 4.44799, -1.62445], [-0.29048, -0.80992, 2.75123], [-2.93932, 0.87851, -0.09713], [4.48944, -1.05474, -1.56312], [-4.93831, -1.44751, 2.01261], [-2.61606, -0.29042, 2.65110], [-5.72272, -1.12149, 0.44929], [4.83707, 1.60326, 1.06783], [1.39827, 2.70719, -1.95355], [2.02289, -0.28073, 2.24142], [1.60879, -3.16320, 0.80620], [3.86016, 1.13631, 2.48181], [-1.52820, 2.63412, 0.54409], [2.67772, 3.28524, -0.84610], [-2.93776, 1.44253, 2.56117], [-4.86348, -2.65558, 0.70740]], "forces_ev_per_a": [[-0.482, 0.190, -0.097], [-0.020, -0.063, 0.495], [-0.123, -0.284, 0.137], [-0.060, -0.098, -0.020], [0.216, -0.157, -0.073], [-0.201, 0.039, -0.051], [0.301, -0.010, 0.015], [0.091, 0.103, 0.024], [-0.074, -0.261, 0.242], [-0.127, -0.028, -0.015], [0.284, 0.006, -0.401], [0.113, -0.053, -0.021], [0.167, -0.129, 0.120], [0.243, 0.151, 0.015], [-0.144, -0.022, 0.024], [-0.126, 0.140, 0.040], [-0.046, -0.058, 0.078], [-0.012, -0.253, 0.177], [0.111, -0.061, 0.166], [0.191, 0.270, 0.246], [-0.034, -0.031, 0.088], [0.042, 0.085, -0.105], [-0.272, -0.010, -0.002], [0.663, 0.242, -0.456], [-0.065, 0.149, -0.159], [-0.078, 0.254, -0.710], [-0.123, -0.282, -0.070], [0.041, -0.062, 0.045], [-0.004, 0.072, -0.069], [0.071, -0.033, -0.097], [-0.010, 0.076, 0.056], [-0.143, 0.028, 0.040], [0.025, -0.054, -0.027], [-0.047, -0.103, 0.066], [-0.143, 0.042, 0.077], [0.085, 0.017, -0.036], [-0.010, 0.029, 0.026], [-0.070, 0.026, 0.050], [-0.015, 0.014, 0.036], [-0.016, -0.072, 0.048], [0.029, 0.061, 0.053], [0.117, -0.033, -0.005], [-0.027, -0.095, 0.096], [-0.004, -0.010, -0.028], [-0.095, 0.117, -0.111], [-0.115, 0.081, -0.042], [-0.031, -0.033, 0.061], [-0.070, 0.100, 0.073]], "mulliken_charge": [-0.361, -0.543, -0.322, -0.747, -0.684, -0.001, -0.252, 0.631, -0.222, 0.254, -0.470, 0.306, -0.870, 0.029, -0.330, -1.258, -0.324, 0.768, 0.660, -0.977, 0.112, -0.857, -0.676, 0.166, -1.221, 0.445, -1.189, 0.403, 0.467, 0.510, 0.248, 0.588, 0.310, 0.288, 0.424, 0.425, 0.350, 0.406, 0.335, 0.257, 0.095, 0.460, 0.497, 0.356, 0.475, 0.232, 0.404, 0.402]}

***

3.
{"formula": "C21H22Cl2LuN6O3PS6", "method": "wB97M-V/def2-TZVPD", "e_lumo_ev": -0.2, "largest_force_ev_per_a": 1.160, "e_homo_ev": -7.29, "gap_ev": 7.05, "species": ["Lu", "Cl", "Cl", "S", "S", "S", "S", "S", "S", "P", "O", "O", "O", "N", "N", "N", "N", "N", "N", "C", "C", "C", "C", "C", "C", "C", "C", "C", "C", "C", "C", "C", "C", "C", "C", "C", "C", "C", "C", "C", "H", "H", "H", "H", "H", "H", "H", "H", "H", "H", "H", "H", "H", "H", "H", "H", "H", "H", "H", "H", "H", "H"], "coordinates": [[0.13450, -0.09896, -0.49689], [-1.01933, 1.04803, 5.48934], [-0.54393, -2.21993, 1.20682], [-0.09524, 0.65743, 2.46896], [-4.47083, 0.61609, -2.71106], [1.81474, -2.27652, -2.42943], [-1.07652, -2.36912, -1.93688], [1.03880, 1.32657, -2.64812], [-0.53998, 2.55235, -0.43178], [2.91732, 0.24975, 0.54348], [2.06791, -0.98647, 0.35838], [0.13854, -4.06223, -3.40987], [2.10975, 1.49183, 0.38566], [3.04419, 0.91442, 3.13756], [-1.96060, 0.59755, -3.61706], [-2.30209, 0.25841, -1.31479], [-0.21515, 6.14051, -1.25900], [2.00982, 4.26288, -4.55431], [3.82458, 0.25178, -2.07302], [-3.26689, -0.01022, 0.94106], [-1.03570, -1.92668, 2.84081], [-0.81262, -0.67707, 3.41752], [0.18714, 5.18493, -1.75792], [-2.72698, 0.49237, -2.53027], [-5.66968, 0.05166, 1.12231], [-3.36808, 0.18044, -0.43124], [-1.25980, -0.47367, 4.72583], [1.41197, 4.15095, -3.57572], [4.33238, 0.26391, -0.69145], [3.86213, 0.23334, 2.13802], [-4.63929, 0.33581, -1.00137], [0.40282, 2.77486, -1.83186], [0.31534, -2.98418, -2.66026], [1.25225, -4.63326, -4.08560], [-4.41471, -0.07891, 1.70854], [0.67346, 4.00895, -2.38004], [-5.79209, 0.27139, -0.23918], [-1.67132, -2.94531, 3.53003], [-2.09368, -2.72105, 4.82913], [-1.89317, -1.48925, 5.42735], [-6.56103, -0.01405, 1.73020], [-2.35950, 0.92465, -4.47880], [3.42288, -0.66608, -2.30379], [2.96757, 0.92611, -2.22570], [-2.23342, -1.29953, 6.43497], [2.93401, 1.88779, 2.86649], [-6.75895, 0.39409, -0.70607], [-0.95166, 0.65513, -3.50860], [4.53763, 0.48463, -2.76190], [4.89409, 1.18213, -0.52543], [1.67132, -3.92121, -4.79822], [4.83682, 0.71379, 1.98034], [-2.28844, -0.07231, 1.39301], [2.02538, -4.92499, -3.37386], [-2.58269, -3.51442, 5.37628], [-4.32776, -0.22652, 2.77686], [0.87026, -5.50590, -4.60933], [4.03129, -0.79953, 2.44363], [3.47751, 0.88666, 4.05336], [4.98463, -0.59356, -0.52355], [-1.84053, -3.89328, 3.04060], [1.19206, 0.54364, 2.93404]], "forces_ev_per_a": [[-0.216, 0.586, -0.737], [-0.008, 0.135, 0.165], [-0.326, -0.743, 0.075], [-0.247, -0.127, 0.001], [0.103, -0.007, 0.077], [0.385, 0.016, -0.127], [0.047, 0.300, 0.188], [-0.216, -0.213, 0.238], [-0.009, -0.002, 0.044], [1.108, -0.037, 0.344], [0.039, -0.130, -0.081], [-0.160, -0.020, 0.055], [0.146, 0.162, 0.071], [0.071, 0.133, 0.047], [0.111, 0.025, -0.094], [0.201, -0.242, -0.035], [-0.006, 0.105, 0.052], [0.089, -0.010, -0.044], [-0.649, 0.386, -0.416], [0.031, 0.070, -0.159], [-0.012, 0.292, 0.385], [0.133, 0.290, -0.204], [-0.135, 0.285, 0.094], [-0.282, -0.103, 0.182], [-0.124, -0.030, 0.042], [-0.282, 0.095, 0.006], [0.001, -0.303, -0.196], [0.219, 0.002, -0.345], [-0.337, -0.012, 0.795], [-0.217, 0.019, -0.408], [0.190, -0.019, 0.031], [0.135, -0.133, -0.068], [-0.081, 0.075, 0.018], [0.272, -0.075, -0.152], [0.067, -0.003, 0.037], [-0.149, -0.325, 0.264], [0.036, 0.012, -0.107], [0.034, -0.060, -0.173], [0.054, 0.039, -0.054], [0.001, 0.089, 0.074], [-0.008, 0.023, 0.039], [-0.001, -0.022, 0.027], [0.020, 0.043, -0.075], [0.501, -0.415, 0.164], [0.019, -0.004, 0.030], [-0.070, -0.021, 0.092], [-0.076, -0.011, 0.050], [-0.054, 0.045, -0.001], [-0.006, -0.045, 0.011], [-0.013, 0.007, -0.042], [-0.007, -0.021, 0.053], [0.001, -0.074, -0.045], [-0.088, -0.041, 0.055], [-0.038, 0.020, -0.030], [-0.040, 0.004, 0.010], [-0.022, -0.007, 0.037], [-0.058, 0.040, 0.049], [-0.005, -0.023, -0.080], [-0.013, 0.002, -0.049], [0.012, 0.001, -0.082], [0.011, -0.038, 0.006], [-0.081, 0.015, -0.107]], "mulliken_charge": [1.459, -0.189, -0.096, 0.006, -0.341, -0.410, -0.344, -0.952, -0.486, 0.763, -0.796, -0.301, -0.678, -0.578, -0.136, 0.621, -0.543, -0.561, 0.144, 0.528, 0.939, -0.379, -0.206, 0.223, -0.569, -0.974, 0.260, 0.020, -0.752, -0.841, 0.768, 1.200, 0.462, -0.728, -0.696, 0.297, -0.518, -0.728, -0.477, -0.653, 0.385, 0.251, -0.010, -0.106, 0.450, 0.244, 0.400, -0.058, 0.440, 0.459, 0.306, 0.478, -0.239, 0.310, 0.394, 0.451, 0.249, 0.402, 0.222, 0.386, 0.474, 0.358]}

***

4.
{"formula": "C21H22Cl2N2O7S", "method": "wB97M-V/def2-TZVPD", "e_lumo_ev": 0.4, "largest_force_ev_per_a": 0.870, "e_homo_ev": -8.54, "gap_ev": 8.96, "species": ["Cl", "Cl", "S", "O", "O", "O", "O", "O", "O", "O", "N", "N", "C", "C", "C", "C", "C", "C", "C", "C", "C", "C", "C", "C", "C", "C", "C", "C", "C", "C", "C", "C", "C", "H", "H", "H", "H", "H", "H", "H", "H", "H", "H", "H", "H", "H", "H", "H", "H", "H", "H", "H", "H", "H", "H"], "coordinates": [[2.36317, -1.47237, 0.39464], [4.98033, -3.18246, 0.54357], [-0.76816, -0.73676, -0.12387], [3.48754, 3.30353, -1.31291], [-6.45659, -0.09967, -1.55253], [-5.68136, -1.77358, 0.61887], [0.59082, 2.34160, 0.28682], [-0.46719, -2.11418, 0.11618], [0.05186, -0.00313, -1.04801], [-1.47004, 2.61188, -0.53847], [-0.62844, 0.01673, 1.35808], [2.75239, 1.19842, -0.78508], [-4.17557, 0.33043, -2.00101], [6.24978, -1.09192, -0.56840], [-5.14791, -0.29349, -1.22541], [5.03967, -1.59528, -0.11530], [-2.47877, -0.56776, -0.59264], [6.29562, 0.18711, -1.09179], [5.15183, 0.95913, -1.17339], [2.61230, 2.52297, -1.01502], [3.93085, 0.46078, -0.72503], [1.15873, 2.98021, -0.85477], [-3.42097, -1.21989, 0.17673], [-6.95295, -1.86878, 0.00988], [-1.20811, 1.33834, 1.47710], [3.87968, -0.83218, -0.18185], [-0.71894, 2.16529, 0.28921], [-4.76731, -1.09872, -0.13983], [0.58981, 1.84254, 3.21860], [-2.83722, 0.19251, -1.68872], [-0.88074, 1.98935, 2.83978], [-1.77307, 1.38968, 3.92703], [-7.36588, -0.51046, -0.55239], [1.13333, 4.06702, -0.72845], [-2.82516, 1.49235, 3.67001], [0.76627, 2.31092, 4.18403], [0.57878, 2.71063, -1.74493], [-3.12376, -1.84343, 1.00411], [-6.92207, -2.60528, -0.80373], [5.18877, 1.95621, -1.57870], [-0.89427, -0.60695, 2.10540], [-2.07112, 0.67650, -2.26947], [7.13580, -1.70243, -0.50487], [-1.55073, 0.33485, 4.07268], [1.23035, 2.31359, 2.48091], [-1.60086, 1.90208, 4.87013], [1.89587, 0.67088, -0.61393], [0.86232, 0.79311, 3.28417], [-1.12311, 3.05379, 2.74496], [7.23352, 0.58641, -1.44441], [-2.30649, 1.29940, 1.36483], [-4.49727, 0.92802, -2.83788], [-7.38362, 0.22878, 0.25948], [-8.34637, -0.55680, -1.02768], [-7.64164, -2.20557, 0.78535]], "forces_ev_per_a": [[0.751, 0.098, -0.110], [0.084, -0.264, 0.091], [-0.127, -0.331, 0.328], [0.116, 0.201, -0.110], [0.352, 0.020, -0.217], [0.314, 0.110, 0.114], [0.518, 0.064, 0.179], [-0.318, -0.118, 0.217], [-0.539, 0.187, -0.220], [0.080, 0.197, 0.057], [0.007, -0.472, -0.515], [-0.292, -0.516, 0.053], [-0.140, -0.184, 0.162], [-0.052, 0.016, 0.012], [0.121, 0.025, 0.065], [-0.115, 0.209, -0.058], [0.598, -0.037, 0.009], [-0.104, -0.163, 0.090], [-0.019, 0.124, -0.053], [-0.573, 0.155, 0.266], [0.290, -0.140, 0.036], [0.034, 0.331, -0.402], [-0.403, -0.058, 0.021], [-0.390, 0.219, -0.337], [-0.272, 0.585, -0.177], [-0.101, -0.065, 0.065], [-0.800, 0.340, 0.030], [0.186, 0.046, -0.081], [-0.114, 0.206, -0.046], [0.027, 0.064, -0.101], [0.095, -0.210, -0.016], [0.037, 0.220, -0.254], [-0.162, -0.352, 0.467], [0.080, -0.225, -0.041], [-0.130, -0.030, 0.015], [0.032, 0.014, 0.110], [0.104, 0.052, 0.115], [-0.037, -0.147, 0.153], [-0.011, 0.038, 0.102], [-0.017, -0.002, -0.012], [-0.001, -0.246, 0.062], [0.038, 0.112, -0.089], [0.059, -0.083, 0.020], [0.010, -0.174, 0.098], [0.122, -0.019, 0.046], [0.012, -0.026, 0.114], [0.183, 0.206, 0.023], [0.100, -0.112, 0.055], [-0.028, -0.068, -0.043], [0.086, 0.045, -0.036], [0.291, 0.100, -0.028], [-0.037, 0.091, -0.106], [-0.024, -0.054, -0.104], [0.065, -0.014, 0.094], [0.013, 0.034, -0.112]], "mulliken_charge": [-0.216, -0.212, 1.040, -0.673, -0.458, -0.446, 0.015, -0.746, -0.777, -0.662, -0.043, 0.122, -1.055, -0.506, 0.575, 0.244, 0.052, -0.628, -0.654, 0.688, 0.345, -0.648, -0.458, -0.449, 0.641, 0.395, -0.250, 0.242, -1.301, -0.312, 0.344, -1.606, -0.441, 0.350, 0.413, 0.450, 0.288, 0.480, 0.285, 0.498, 0.399, 0.513, 0.432, 0.334, 0.236, 0.451, -0.058, 0.297, 0.328, 0.384, 0.331, 0.452, 0.286, 0.342, 0.346]}